1.
{"formula": "C32H55AlCl2N4O4Si", "method": "wB97M-V/def2-TZVPD", "largest_force_ev_per_a": 3.245, "de_lowest_kj_mol": 427.5, "homo_lumo_gap_ev": 3.71, "homo_energy_ha": -0.13827, "total_energy_ev": -87748.84086, "e_lumo_ev": -0.1, "symbols": ["C", "H", "H", "H", "H", "H", "Si", "C", "H", "H", "H", "H", "C", "C", "H", "C", "C", "H", "C", "N", "H", "H", "C", "H", "H", "H", "H", "H", "H", "N", "H", "C", "C", "C", "C", "H", "C", "H", "H", "H", "N", "H", "C", "C", "H", "H", "H", "H", "C", "O", "H", "H", "C", "H", "C", "C", "H", "H", "H", "H", "H", "H", "H", "C", "C", "N", "C", "H", "H", "H", "H", "C", "C", "H", "O", "H", "H", "C", "H", "C", "C", "O", "Cl", "Al", "H", "Cl", "C", "H", "C", "C", "H", "H", "H", "H", "H", "H", "O", "C", "C"], "xyz": [[2.432, -0.203, 4.422], [0.880, -0.485, 7.422], [-2.976, 1.709, -1.191], [-2.343, -0.858, 3.538], [-0.499, -1.824, 2.238], [3.276, -1.777, -1.344], [-2.830, -0.970, -4.415], [1.162, 2.878, -5.305], [2.930, -1.202, -5.576], [-2.609, -3.245, -0.568], [-2.560, 0.322, 2.206], [-3.308, 0.613, 3.808], [1.544, 3.974, 3.982], [-1.869, -3.891, -0.079], [-0.642, 0.360, 5.655], [1.210, -2.105, 5.415], [2.218, 1.256, 4.126], [2.099, 2.712, -3.368], [0.991, 0.141, -5.320], [-1.457, -3.352, 1.216], [-5.327, -1.299, -4.388], [-1.785, 1.210, -4.971], [-2.718, 2.391, -0.365], [-0.298, 3.267, 3.051], [-3.704, -2.039, -2.339], [-2.597, -4.797, 2.194], [-0.841, 2.124, 5.439], [-4.859, 0.377, -4.659], [3.749, -3.026, -2.497], [1.413, -0.664, 5.402], [-3.433, 3.217, -0.310], [3.372, -3.229, -4.944], [-1.158, 4.414, -0.432], [-0.699, -2.280, 1.253], [0.676, 3.003, 3.469], [2.708, -3.913, -4.383], [1.949, -0.187, -3.131], [2.072, -2.924, -2.023], [4.127, 1.911, 4.888], [3.292, -3.475, -6.014], [-1.395, 2.989, -0.587], [-1.003, -3.985, -0.738], [-4.619, -0.658, -4.919], [-1.916, -3.983, 2.454], [2.338, -0.799, 3.505], [4.410, -3.447, -4.638], [-2.443, -3.256, 3.088], [0.839, -0.936, -5.292], [2.782, 3.577, 4.503], [-0.565, 0.922, -0.715], [0.364, 0.286, -7.365], [0.526, -2.362, 6.238], [-2.427, 0.214, 3.286], [3.469, 4.330, 4.908], [-0.359, 2.187, -0.712], [1.619, 2.164, -4.182], [-2.307, -4.870, 0.110], [-1.057, -4.371, 3.025], [1.252, 5.030, 3.965], [2.160, -2.657, 5.552], [-2.289, 1.090, 5.546], [2.643, -0.490, 7.138], [-2.723, 1.825, 0.581], [-0.012, 0.629, 3.122], [-1.949, 0.628, -4.058], [-1.283, 0.989, 3.732], [2.950, -1.831, -4.681], [-0.969, 0.357, -3.635], [-0.557, 4.621, 0.464], [3.440, -0.373, 4.839], [-0.605, 4.805, -1.295], [-1.257, 1.143, 5.174], [0.693, 0.849, -6.494], [-4.810, -0.781, -5.989], [-0.097, 0.502, 1.752], [-2.113, 4.922, -0.344], [1.105, 3.966, -5.287], [1.672, -0.143, 6.742], [-2.088, -1.294, -2.124], [2.955, -2.309, -2.246], [3.142, 2.230, 4.527], [1.440, -0.059, -1.828], [2.690, -0.010, 0.727], [0.627, -0.147, 0.185], [-2.243, -2.894, -2.940], [-1.876, -1.931, -5.867], [0.749, 2.237, -6.478], [1.675, 0.953, 6.732], [-2.711, -1.909, -2.793], [1.540, 0.745, -4.167], [-2.486, 1.244, -3.325], [1.942, 0.750, -1.566], [0.411, 2.806, -7.341], [0.251, -0.320, 3.607], [0.659, 2.623, -0.789], [0.755, -2.418, 4.463], [-0.180, -1.794, 0.162], [1.007, 1.659, 3.568], [2.643, -1.384, -3.402]], "forces_ev_per_a": [[-0.2, -0.5, 0.5], [0.2, 0.1, -0.1], [0.1, 0.3, 0.3], [0.0, -0.2, 0.0], [0.0, -0.2, -0.5], [-0.3, -0.1, -0.2], [-1.0, 1.2, 1.4], [-0.1, -0.1, 0.0], [-0.2, 0.0, 0.6], [0.2, -0.1, 0.2], [0.0, -0.1, 0.1], [0.1, -0.2, -0.3], [-0.1, -0.2, -0.2], [0.0, -0.3, -0.2], [-0.4, 0.2, 0.0], [0.3, 0.3, 0.0], [0.2, 0.5, 0.2], [-0.2, -0.1, 0.0], [0.1, 0.6, -1.2], [0.3, 0.8, -0.2], [0.1, 0.0, 0.0], [0.1, 0.0, 0.2], [-0.1, 0.1, 0.1], [0.3, 0.0, 0.1], [0.2, 0.0, -0.1], [0.2, 0.2, 0.2], [-0.1, -0.2, 0.1], [-0.1, 0.0, 0.0], [-0.2, 0.3, 0.0], [0.4, 0.1, 0.2], [0.1, -0.3, -0.1], [0.3, -0.7, 0.2], [0.4, 0.5, 0.0], [0.7, 0.2, -1.3], [0.4, 0.5, 0.2], [0.4, -0.1, -0.3], [0.8, -0.7, -1.8], [0.0, 0.1, 0.3], [-0.4, 0.2, 0.0], [0.0, 0.0, 0.3], [0.7, -0.5, 0.0], [-0.1, 0.0, 0.1], [0.0, 0.0, 0.0], [0.1, 0.2, 0.5], [0.0, 0.1, 0.2], [-0.1, -0.2, -0.1], [0.1, -0.2, -0.2], [0.1, 0.3, -0.1], [0.1, 0.3, -0.1], [0.4, 1.6, 0.1], [-0.1, 0.2, 0.0], [0.2, 0.0, -0.3], [0.3, 0.4, 0.2], [-0.3, -0.3, -0.3], [-1.0, -1.3, 0.1], [-0.3, -0.3, -0.4], [0.1, 0.1, -0.2], [-0.4, 0.0, -0.3], [0.2, -0.4, 0.0], [-0.2, -0.1, 0.0], [0.3, 0.1, 0.0], [-0.1, 0.0, 0.0], [0.1, 0.2, -0.4], [0.2, -0.5, 0.5], [0.2, 0.0, -0.2], [-1.3, 0.7, -0.9], [0.4, 0.5, 0.4], [-0.2, 0.3, -0.2], [-0.3, -0.1, -0.1], [0.0, 0.0, -0.2], [-0.3, -0.1, 0.1], [0.2, -0.1, 0.2], [0.1, -0.7, 1.1], [0.2, 0.0, 0.1], [-0.3, -0.1, -0.9], [0.1, 0.1, -0.1], [0.3, -0.1, 0.1], [0.0, -0.1, -0.2], [-0.1, -0.4, -0.1], [0.0, -0.4, 0.0], [-0.3, -0.2, 0.1], [0.4, 2.3, 2.2], [0.2, 0.0, 0.3], [-0.3, 0.3, 0.6], [-0.1, 0.3, 0.1], [0.7, -1.0, -1.2], [-0.1, 0.3, 0.4], [0.0, -0.2, 0.0], [-0.1, -0.2, 0.0], [-0.6, -0.1, -0.2], [0.0, -0.1, -0.1], [-0.4, -0.9, 0.4], [0.2, 0.0, 0.1], [0.2, -0.3, -0.4], [-0.6, -0.1, 0.0], [0.1, 0.0, 0.2], [-0.9, -0.6, 1.7], [0.0, -0.1, -0.1], [-0.3, -0.4, -1.5]], "lowdin_charge": [-0.148, 0.083, 0.088, 0.071, 0.141, 0.038, 0.034, -0.122, 0.082, 0.080, 0.066, 0.087, -0.076, 0.003, 0.073, -0.096, -0.179, 0.093, -0.114, -0.130, 0.021, 0.040, 0.018, 0.117, 0.031, 0.093, 0.087, 0.024, 0.068, -0.306, 0.095, -0.178, -0.015, -0.138, -0.039, 0.061, -0.283, 0.080, 0.117, 0.062, -0.124, 0.107, -0.206, -0.007, 0.095, 0.058, 0.088, 0.082, -0.085, 0.009, 0.096, 0.086, -0.084, 0.104, -0.164, -0.049, 0.093, 0.103, 0.101, 0.091, 0.084, 0.088, 0.092, -0.406, -0.196, -0.203, -0.200, 0.028, 0.097, 0.126, 0.104, -0.069, -0.101, 0.024, -0.129, 0.090, 0.085, -0.096, 0.024, -0.053, -0.033, -0.114, 0.474, -0.302, 0.031, 0.432, -0.133, 0.088, -0.209, -0.200, 0.021, 0.065, 0.088, 0.108, 0.179, 0.064, 0.037, -0.132, -0.277]}


2.
{"formula": "C32H55AlNP2Si", "method": "wB97M-V/def2-TZVPD", "largest_force_ev_per_a": 3.028, "de_lowest_kj_mol": 80.6, "charge": 1, "homo_lumo_gap_ev": 7.57, "homo_energy_ha": -0.36815, "total_energy_ev": -68615.24476, "e_lumo_ev": -2.5, "symbols": ["C", "H", "C", "H", "H", "C", "C", "H", "H", "C", "H", "H", "C", "H", "H", "H", "H", "C", "C", "C", "C", "H", "C", "C", "H", "H", "C", "H", "H", "C", "C", "H", "H", "H", "H", "H", "C", "H", "H", "H", "C", "Al", "H", "C", "C", "H", "H", "P", "H", "H", "C", "H", "C", "H", "Si", "H", "H", "C", "H", "H", "H", "H", "H", "H", "C", "H", "H", "H", "H", "H", "H", "H", "C", "H", "C", "H", "C", "H", "H", "C", "C", "C", "C", "H", "H", "H", "H", "N", "H", "C", "P", "C"], "xyz": [[3.257, -0.378, 1.586], [-0.547, 1.176, 3.324], [1.870, 2.712, -5.016], [4.768, 1.307, -5.766], [3.430, 2.741, -2.314], [1.025, 2.657, -6.253], [0.176, 1.180, 2.491], [3.607, 2.197, -0.625], [-3.086, -2.173, -1.092], [4.082, -3.411, 0.767], [6.132, 1.182, 0.565], [4.882, -2.817, 1.229], [1.939, 0.085, -2.804], [2.633, -0.577, 3.659], [3.637, 2.159, -3.969], [6.343, 1.544, 3.028], [1.616, 3.537, -4.336], [-0.425, 0.584, 1.259], [-2.733, -2.127, -0.051], [0.143, 2.233, -2.360], [4.486, 0.525, 3.494], [1.423, 3.342, -7.021], [-0.814, -0.853, 1.161], [4.272, 0.114, 0.732], [-0.275, -1.210, -4.266], [-1.219, -0.765, -2.813], [-0.483, -1.468, -3.223], [0.122, -3.439, 0.451], [-0.067, 1.272, -7.477], [0.886, 1.262, -6.927], [1.096, -3.940, 0.542], [1.322, -3.796, -2.774], [1.065, 0.629, 2.816], [-0.172, -0.225, -5.772], [3.022, -0.074, -2.918], [-3.227, 1.718, -1.543], [-1.363, 1.300, 0.427], [-2.193, -3.059, 0.158], [-0.925, -2.774, 2.115], [0.296, 2.319, -3.444], [1.922, -0.659, -5.669], [0.873, -0.408, -0.096], [3.657, -0.667, -6.942], [1.987, -2.919, -2.811], [-2.185, 0.368, -0.244], [0.142, -1.595, 2.926], [1.683, 1.147, -7.674], [1.058, -1.468, -2.258], [0.481, 2.218, 2.317], [0.014, 3.033, -6.018], [5.476, 1.013, 2.629], [3.991, -0.804, -5.223], [3.014, 2.021, -4.856], [2.463, 3.507, -1.024], [2.398, -2.900, 1.394], [1.321, -3.089, 3.665], [-1.966, 3.172, -0.430], [2.892, 2.559, -1.375], [4.251, -4.468, 1.023], [-1.615, -1.432, 3.033], [3.469, 1.663, -6.915], [-2.396, 2.957, 1.274], [-0.809, 1.722, -2.177], [-0.909, -2.481, -3.179], [0.853, 0.085, -6.010], [4.193, -0.121, -0.339], [2.840, -3.096, -2.139], [1.542, 0.437, -3.759], [4.150, -3.306, -0.324], [0.076, 3.240, -1.929], [2.532, -4.341, 3.365], [1.431, -4.254, -0.456], [3.679, 1.228, -5.925], [-3.632, -2.129, 0.588], [-1.888, -0.933, 0.187], [0.964, -4.850, 1.148], [3.343, -0.293, -5.953], [1.799, -1.677, -5.282], [3.058, -2.709, 3.806], [5.370, 0.802, 1.252], [-3.361, 0.734, -1.080], [3.389, -0.170, 2.983], [-0.787, -1.722, 2.367], [-0.715, 3.303, 0.834], [-3.540, -0.012, -1.862], [2.369, -2.815, -3.839], [4.565, 0.699, 4.568], [2.191, -1.154, 1.055], [-4.269, 0.784, -0.460], [2.312, -3.271, 3.228], [1.534, 1.380, -1.554], [-1.613, 2.754, 0.523]], "forces_ev_per_a": [[0.6, 0.0, 0.1], [0.1, 0.0, -0.2], [1.3, 0.4, -0.3], [-0.4, 0.0, -0.2], [-0.3, 0.0, 0.3], [-0.5, -0.1, -0.3], [0.5, 0.1, 0.3], [-0.3, 0.1, -0.2], [0.0, 0.0, 0.2], [0.1, -0.2, 0.1], [-0.2, -0.2, 0.3], [-0.2, -0.1, -0.1], [0.1, -0.2, 0.0], [0.2, 0.2, -0.3], [-0.4, 0.1, -0.3], [-0.3, -0.1, -0.1], [0.1, -0.6, 0.1], [-2.1, -0.3, -0.5], [-0.1, -0.6, -0.4], [-0.3, 0.4, 0.0], [0.1, 0.1, -0.4], [-0.1, 0.0, 0.3], [-1.1, 1.1, -1.1], [-0.4, -0.2, 0.5], [-0.1, -0.2, 0.4], [0.2, -0.1, 0.0], [-0.2, -0.3, -0.2], [0.2, -0.2, 0.0], [0.4, 0.0, 0.0], [0.0, 0.8, -0.2], [-0.1, 0.0, -0.3], [0.2, 0.3, 0.0], [-0.3, 0.2, 0.0], [0.5, -0.2, 0.0], [-0.3, 0.0, 0.1], [-0.1, -0.2, -0.1], [0.4, -1.5, 0.7], [-0.1, 0.2, 0.0], [0.1, 0.0, 0.2], [0.0, -0.1, 0.5], [-0.9, 0.0, -1.1], [0.4, -1.1, 2.8], [-0.1, -0.1, 0.3], [0.4, -0.4, 0.0], [0.2, 0.3, 0.3], [-0.1, -0.1, -0.1], [-0.3, -0.1, 0.2], [-0.2, 0.9, -0.4], [0.0, -0.1, 0.1], [0.4, -0.1, 0.0], [0.0, 0.0, 0.0], [-0.2, 0.1, -0.2], [-0.3, 1.2, 0.0], [0.1, -0.2, 0.0], [0.1, 0.9, 0.1], [0.3, 0.0, -0.1], [0.1, 0.0, 0.3], [0.3, 0.4, 0.2], [0.1, 0.2, -0.1], [0.1, 0.0, -0.1], [0.1, -0.1, 0.4], [0.2, -0.1, -0.2], [0.3, 0.0, 0.1], [0.0, 0.3, 0.0], [0.3, -0.9, -0.3], [0.1, 0.1, 0.4], [-0.3, 0.1, -0.2], [0.3, -0.3, 0.2], [0.1, 0.0, 0.2], [-0.1, -0.2, -0.1], [0.0, 0.2, 0.0], [-0.1, 0.0, 0.2], [0.3, -0.7, -0.5], [0.3, 0.1, -0.1], [1.1, 0.8, 1.2], [-0.1, 0.2, -0.2], [0.6, 0.3, -0.1], [-0.3, 0.6, 0.2], [-0.2, -0.2, -0.1], [-0.2, 0.1, 0.0], [-0.2, 0.0, -0.3], [0.2, 0.1, -0.5], [0.2, -0.3, 0.3], [-0.2, 0.0, -0.1], [-0.1, 0.2, 0.0], [-0.2, 0.0, 0.4], [0.0, -0.1, -0.3], [-0.3, -0.2, -0.8], [0.1, 0.0, -0.2], [0.1, -0.2, 0.2], [-0.1, -0.6, -0.7], [0.1, 0.7, -0.4]], "lowdin_charge": [-0.364, 0.107, -0.137, 0.123, 0.034, -0.169, -0.023, 0.032, 0.077, -0.158, 0.108, 0.041, -0.474, 0.102, 0.081, 0.105, 0.111, -0.331, -0.028, -0.202, -0.065, 0.127, -0.322, -0.085, 0.011, 0.045, -0.203, 0.002, 0.120, -0.176, -0.156, 0.064, 0.048, 0.099, 0.082, 0.072, -0.249, 0.075, 0.073, 0.024, -0.147, 0.195, 0.129, -0.216, -0.258, 0.056, 0.110, 0.899, 0.083, 0.113, -0.089, 0.108, -0.136, 0.068, 0.425, 0.027, 0.071, -0.196, 0.044, 0.111, 0.111, 0.109, 0.039, 0.069, -0.118, 0.103, 0.039, 0.004, 0.015, 0.066, 0.044, 0.014, -0.170, 0.106, -0.230, 0.053, -0.166, 0.087, 0.029, -0.093, -0.038, -0.060, -0.039, 0.080, 0.074, 0.043, 0.110, -0.109, 0.100, -0.164, 0.912, -0.038]}